Entry 1:
Computed, not measured: C56H140B6CrF24N7O7 as an isolated structure, with wB97M-V/def2-TZVPD.

```
! RIJCOSX wB97M-V def2-TZVPD def2/J DEFGRID3
* xyz 4 4
Cr -1.39933 -5.66108 -1.74014
C -4.48523 -9.32564 -3.95216
C -3.78842 -9.36172 -5.36192
N -3.04510 -10.63945 -5.71931
C -4.05436 -11.78699 -5.71844
C -2.54815 -10.45284 -7.15801
C -1.66307 -11.64257 -7.71814
C -1.88189 -10.99729 -4.77637
C -0.71717 -9.94169 -4.58085
O -0.24295 -9.51124 -5.85305
C 0.83091 -8.53391 -5.80487
H -5.28423 -10.06675 -3.93106
H -4.82117 -8.31289 -3.72950
H -3.80446 -9.74317 -3.21030
H -2.99374 -8.61569 -5.36373
H -4.55100 -9.16080 -6.11439
H -4.87932 -11.55524 -6.39212
H -4.27579 -11.89771 -4.65692
H -3.45084 -12.65379 -5.98776
H -1.93786 -9.57196 -7.35724
H -3.40035 -10.38327 -7.83404
H -1.32829 -11.53084 -8.74941
H -2.15040 -12.61612 -7.66500
H -0.71679 -11.58543 -7.18019
H -1.35150 -11.84950 -5.20125
H -2.28155 -11.12208 -3.76999
H 0.10520 -10.32895 -3.97932
H -1.14380 -9.09798 -4.03840
H 0.48131 -7.70714 -5.18654
H 1.07413 -7.96813 -6.70423
H 1.80062 -8.85338 -5.42317
C -5.48319 -2.13167 -0.20869
C -5.18434 -1.62675 1.23104
N -5.04081 -2.81863 2.21949
C -6.30634 -3.71249 2.15182
C -3.75441 -3.63296 1.97694
C -3.59461 -4.98731 2.75484
C -4.98064 -2.20358 3.66534
C -6.35917 -1.73904 4.32650
O -7.23397 -0.92301 3.58214
C -6.99899 0.46072 3.67733
H -4.66091 -2.73447 -0.59418
H -5.56435 -1.20941 -0.78399
H -6.43313 -2.61161 -0.44397
H -5.94065 -0.91323 1.55809
H -4.19471 -1.17258 1.18130
H -7.16875 -3.06093 2.01096
H -6.39606 -4.33776 3.04013
H -6.26593 -4.35085 1.26923
H -2.88975 -2.98326 2.11245
H -3.64405 -3.82306 0.90934
H -2.67286 -5.54237 2.58051
H -4.41412 -5.66779 2.52368
H -3.62845 -4.98212 3.84431
H -4.24839 -1.40017 3.58504
H -4.52552 -2.87733 4.39131
H -6.27148 -1.38957 5.35524
H -6.92381 -2.67123 4.34401
H -7.65060 1.13944 3.12702
H -6.02243 0.77647 3.31025
H -7.25751 0.93264 4.62525
C 7.02773 -5.50913 4.69396
C 5.86919 -4.61338 5.05695
N 4.60699 -5.40955 5.71536
C 5.06332 -6.15063 7.06994
C 3.66079 -4.26976 6.15317
C 2.19959 -4.67585 6.36458
C 3.97568 -6.45641 4.70988
C 3.76532 -5.99368 3.27816
O 2.86248 -4.87457 3.32980
C 2.81695 -4.22181 2.06981
H 7.81581 -4.84135 4.34598
H 6.70709 -6.21195 3.92498
H 7.39170 -5.93605 5.62850
H 5.44539 -4.19363 4.14464
H 6.07905 -3.90067 5.85451
H 5.90977 -6.78817 6.81466
H 4.29882 -6.87789 7.34330
H 5.28197 -5.41675 7.84563
H 3.59061 -3.47954 5.40569
H 4.03769 -3.84187 7.08213
H 1.68268 -4.71044 5.40557
H 1.72234 -3.99199 7.06648
H 2.04971 -5.58861 6.94120
H 3.06727 -6.73666 5.24314
H 4.67324 -7.29343 4.74042
H 3.49135 -6.86433 2.68232
H 4.75369 -5.72122 2.90804
H 3.75886 -3.77385 1.75322
H 2.06473 -3.49294 2.37150
H 2.50165 -4.82672 1.21965
C -4.30009 -5.75847 -7.97618
C -5.38463 -6.11131 -6.96225
N -6.73121 -5.31198 -7.16151
C -7.27380 -5.46573 -8.57475
C -7.79068 -5.89843 -6.13753
C -8.13910 -7.39127 -6.33878
C -6.71725 -3.75804 -6.92996
C -5.99262 -3.18947 -5.68072
O -6.84615 -3.41403 -4.53596
C -6.06518 -3.30761 -3.35230
H -4.23877 -4.70187 -8.23686
H -4.51202 -6.20150 -8.94927
H -3.32648 -6.15735 -7.69144
H -4.98476 -5.99871 -5.95453
H -5.70631 -7.15232 -6.93176
H -8.35797 -5.44663 -8.46383
H -7.02036 -6.48470 -8.86729
H -6.82999 -4.76718 -9.28410
H -8.63779 -5.21256 -6.14666
H -7.29921 -5.77233 -5.17282
H -7.25935 -8.00004 -6.13007
H -8.42903 -7.63500 -7.36086
H -8.87701 -7.74402 -5.61827
H -7.75262 -3.41946 -6.96833
H -6.22103 -3.27681 -7.77275
H -5.81425 -2.11536 -5.73141
H -4.98370 -3.60154 -5.66152
H -6.73970 -3.64044 -2.56341
H -5.94996 -2.25398 -3.09797
H -5.08064 -3.77523 -3.34133
C 2.92791 0.49550 -3.83035
C 2.55797 -0.68572 -2.88954
N 3.46614 -0.94037 -1.68443
C 2.69751 -2.05167 -0.84942
C 4.85108 -1.51344 -2.16990
C 5.88221 -1.97833 -1.17487
C 3.84327 0.33358 -0.85296
C 2.68829 1.10462 -0.18142
O 1.72333 1.58392 -1.14912
C 1.65280 3.03424 -1.45679
H 3.90181 0.37939 -4.30587
H 3.05619 1.43466 -3.29220
H 2.18733 0.87225 -4.53583
H 2.52095 -1.63052 -3.43183
H 1.60400 -0.38804 -2.45429
H 1.71431 -1.70266 -0.53383
H 3.17504 -2.17241 0.12293
H 2.80355 -2.99386 -1.38715
H 5.31065 -0.85770 -2.90943
H 4.53889 -2.40659 -2.71112
H 6.47086 -1.20686 -0.67846
H 6.51864 -2.78623 -1.53591
H 5.43215 -2.46115 -0.30745
H 4.39756 1.03775 -1.47345
H 4.51789 0.03813 -0.04939
H 3.10249 1.92360 0.40664
H 2.17661 0.41969 0.49471
H 0.72761 3.40018 -1.01156
H 1.51213 3.16147 -2.53017
H 2.36530 3.77471 -1.09328
C -4.98998 -9.70623 -0.25312
C -5.40068 -9.76904 1.24187
N -4.26281 -9.90451 2.35195
C -3.37877 -8.59819 2.32336
C -4.84276 -10.04356 3.74052
C -5.69969 -11.21285 4.04356
C -3.26660 -11.06757 1.91966
C -2.41233 -11.57739 3.08717
O -1.82883 -10.54917 3.90219
C -1.42711 -10.99421 5.19476
H -4.25487 -10.46169 -0.53062
H -4.54684 -8.72605 -0.42915
H -5.75759 -9.82072 -1.01846
H -5.92576 -10.71079 1.40149
H -6.13019 -8.99752 1.48819
H -2.98166 -8.35433 1.33801
H -2.51130 -8.68761 2.97727
H -3.92196 -7.69683 2.60727
H -5.53011 -9.19777 3.72334
H -4.07516 -9.96092 4.50997
H -5.77108 -11.37340 5.11930
H -5.34635 -12.17663 3.67698
H -6.69649 -11.20603 3.60258
H -2.72527 -10.80454 1.01089
H -3.87121 -11.90323 1.56721
H -1.69711 -12.33344 2.76323
H -3.10527 -12.13303 3.71900
H -1.16131 -10.16473 5.85005
H -0.53516 -11.61968 5.15849
H -2.12134 -11.64989 5.72034
C -1.76800 -1.90697 -6.26217
C -0.88522 -1.86055 -7.56571
N 0.56310 -2.44714 -7.41739
C 1.13184 -1.98244 -6.06937
C 0.44716 -3.90994 -7.49375
C 1.81997 -4.68286 -7.38158
C 1.39078 -1.77135 -8.52573
C 1.11091 -2.11782 -9.96883
O 1.40546 -3.51390 -10.18733
C 0.95941 -4.06566 -11.40316
H -1.96948 -2.89336 -5.84439
H -2.75113 -1.45373 -6.38913
H -1.28769 -1.39749 -5.42681
H -0.83539 -0.84004 -7.94540
H -1.31211 -2.44879 -8.37802
H 0.66381 -2.46767 -5.21287
H 1.12545 -0.90057 -5.93658
H 2.17915 -2.28266 -6.03619
H 0.01092 -4.23372 -8.43872
H -0.19105 -4.31787 -6.70992
H 2.40318 -4.51430 -6.47629
H 2.46133 -4.50452 -8.24468
H 1.69386 -5.76452 -7.42861
H 2.44056 -1.91785 -8.27158
H 1.28065 -0.70453 -8.33116
H 1.69255 -1.43986 -10.59345
H 0.08231 -1.81554 -10.16556
H 0.94135 -3.28333 -12.16195
H -0.10815 -4.28567 -11.39819
H 1.59616 -4.92057 -11.63067
B -0.50828 -5.42931 0.76736
F -0.57060 -4.08065 1.22730
F -1.74489 -5.76312 0.27824
F 0.23837 -5.44176 -0.42526
F -0.12128 -6.39372 1.72694
B -2.02772 -5.99270 -4.33942
F -3.35622 -6.27098 -4.53084
F -1.36743 -6.04668 -5.52726
F -1.91751 -4.87351 -3.55427
F -1.47541 -6.95672 -3.52898
B -1.45757 -2.41134 -1.73695
F -0.57892 -1.35632 -1.73541
F -0.85802 -3.64319 -1.72785
F -2.23586 -2.35372 -0.61064
F -2.24762 -2.40862 -2.81349
B -0.79177 -8.77086 -0.98322
F -0.76441 -8.70449 0.39211
F -2.07083 -9.21789 -1.29922
F -0.61970 -7.47224 -1.40181
F 0.20187 -9.59986 -1.49681
B 1.61963 -5.19844 -3.05539
F 1.88785 -6.05729 -4.13551
F 0.27159 -5.39115 -2.84087
F 2.45097 -5.60614 -1.98442
F 1.80421 -3.88760 -3.32511
B -4.04403 -5.88349 -1.44888
F -4.50730 -6.05674 -0.17007
F -5.12469 -5.83156 -2.30162
F -3.27684 -4.74996 -1.48155
F -3.10651 -6.77962 -1.74703
*
```

The LUMO energy (spin up / spin down) comes out at -8.57 / -6.80 eV. The value obtained for the HOMO-LUMO gap (spin up / spin down) is 7.3 / 9.0 eV. The value obtained for the molecular weight is 1596.60 g/mol.

---

Entry 2:
Computed, not measured: C3H3AgO3 as an isolated structure, with wB97M-V/def2-TZVPD.

```
! RIJCOSX wB97M-V def2-TZVPD def2/J DEFGRID3
* xyz 0 1
C 0.16556 0.19679 0.42212
C 1.12739 -1.44581 -0.98550
O 1.27321 -0.31211 -0.20625
O -0.85856 0.34445 -0.27880
C 0.73924 -1.34530 -2.29344
H 1.96500 -2.15287 -0.85931
H 0.07034 -2.29898 -1.58390
H -0.12966 -0.72329 -2.54128
O 0.25525 0.41994 1.64822
Ag -1.88578 1.35150 1.57307
*
```

The LUMO energy comes out at -1.69 eV. The value obtained for the HOMO-LUMO gap is 6.8 eV. The value obtained for the molecular weight is 194.92 g/mol. The energy above the lowest of the compared OMol25 structures with the same formula, charge and spin comes out at 3.651 eV.

---

Entry 3:
Computed, not measured: C12H4CrO8 as an isolated structure, with wB97M-V/def2-TZVPD.

```
! RIJCOSX wB97M-V def2-TZVPD def2/J DEFGRID3
* xyz -2 5
Cr -2.74460 -0.91877 0.31745
C 0.74253 -1.84793 -1.36589
C 1.63063 -0.97225 -2.08209
C 1.03578 0.29854 -2.77941
O 1.76016 1.04625 -3.42699
C -0.36145 0.55821 -2.59660
C -1.17875 -0.36732 -1.97481
C -0.60237 -1.61773 -1.34501
O -1.39625 -2.42775 -0.69923
O -2.41498 -0.04671 -1.72719
O 2.84146 -1.12766 -2.10714
H 1.17832 -2.70462 -0.87484
H -0.83238 1.42844 -3.02868
C -0.53194 2.05576 1.80445
C -1.34363 0.92227 1.63760
C -0.75677 -0.48816 2.06294
O -1.63723 -1.40480 2.04895
C 0.63204 -0.56953 2.22645
C 1.43181 0.56734 2.20259
C 0.83935 1.93459 2.06611
O 1.52502 2.95397 2.26036
O 2.67123 0.38429 2.19364
O -2.50221 0.89036 1.12100
H -0.99910 3.02873 1.75260
H 1.01333 -1.57551 2.31374
*
```

The LUMO energy (spin up / spin down) comes out at 4.33 / 4.12 eV. The value obtained for the HOMO-LUMO gap (spin up / spin down) is 5.9 / 5.7 eV. The value obtained for the molecular weight is 328.15 g/mol. The energy above the lowest of the compared OMol25 structures with the same formula, charge and spin comes out at 1.686 eV.

---

Entry 4:
Computed, not measured: C2H7N4S as an isolated structure, with wB97M-V/def2-TZVPD.

```
! RIJCOSX wB97M-V def2-TZVPD def2/J DEFGRID3
* xyz 1 1
C -0.20695 -0.85300 0.15194
C 1.90778 0.01933 0.33070
N 0.28742 0.30906 0.52734
N -1.42622 -1.16764 -0.10538
N 2.44705 0.50665 -0.76947
N -2.41909 -0.17345 -0.19529
S 1.22594 -1.73021 0.20567
H 2.38823 0.36542 1.17003
H -0.21931 1.27106 0.66741
H -1.69492 -2.14710 -0.38523
H 2.97949 1.40544 -0.82540
H 2.36354 0.18036 -1.67368
H -1.89677 0.63941 -0.34660
H -2.95420 -0.25723 -1.06242
*
```

The LUMO energy comes out at -3.39 eV. The value obtained for the HOMO-LUMO gap is 10.5 eV. The value obtained for the molecular weight is 119.17 g/mol. The energy above the lowest of the compared OMol25 structures with the same formula, charge and spin comes out at 1.443 eV.

---

Entry 5:
Computed, not measured: C20H27F4N3OOsSi as an isolated structure, with wB97M-V/def2-TZVPD.

```
! RIJCOSX wB97M-V def2-TZVPD def2/J DEFGRID3
* xyz 2 1
Os 0.12650 0.43993 -0.01407
C 0.76220 0.69578 3.04634
N -0.26673 0.30354 2.05802
C -1.48573 1.10753 2.36106
C -0.57598 -1.14438 2.26376
C -1.45548 -1.66831 1.15151
N -0.99143 -1.02756 -0.09565
C -1.35675 -1.56936 -1.35798
C -0.87414 -0.90302 -2.48197
F -0.11151 0.22671 -2.26247
C -1.11554 -1.30092 -3.77320
F -0.60151 -0.60206 -4.77374
C -1.89552 -2.42164 -4.00045
C -2.40538 -3.09352 -2.90988
F -3.16304 -4.16068 -3.08265
C -2.15157 -2.68516 -1.60222
F -2.69872 -3.38359 -0.61097
H 0.38437 0.50647 4.05300
H 0.98323 1.75331 2.93309
H 1.66037 0.10839 2.88722
H -1.79433 0.92080 3.39074
H -2.29385 0.83683 1.68469
H -1.25086 2.15986 2.23484
H -1.04011 -1.28464 3.24251
H 0.37641 -1.67420 2.24860
H -2.51431 -1.44070 1.29171
H -1.35330 -2.74836 1.08902
H -2.10541 -2.75947 -5.00638
C 3.24672 -1.29891 1.16634
Si 2.29092 -0.39802 -0.14574
C 2.75783 -1.01939 -1.83718
C 2.29416 1.51313 -0.02627
C 2.01080 2.33746 -1.12956
C 2.27823 3.70101 -1.10290
C 2.88100 4.25598 0.01126
C 3.22567 3.45531 1.10272
C 2.92857 2.11146 1.08997
H 4.26168 -1.46172 0.79702
H 2.80578 -2.28723 1.32285
H 3.31827 -0.80777 2.13436
H 3.83454 -0.88358 -1.96900
H 2.25644 -0.50084 -2.65228
H 2.55864 -2.08992 -1.92525
H 1.62920 1.90940 -2.05046
H 2.05259 4.31218 -1.96674
H 3.11896 5.31192 0.02726
H 3.74542 3.88799 1.94709
H 3.23152 1.50570 1.93356
C -1.34073 4.73682 -0.07678
C -1.68716 3.33667 -0.48055
N -2.86970 3.13595 -1.05530
O -0.90957 2.39139 -0.25702
H -1.66818 5.46156 -0.82043
H -0.26845 4.81485 0.07410
H -1.84429 4.97012 0.86386
H -3.49275 3.90150 -1.25468
H -3.14145 2.21065 -1.34661
*
```

The LUMO energy (spin up / spin down) comes out at -7.33 / -7.33 eV. The value obtained for the HOMO-LUMO gap (spin up / spin down) is 7.8 / 7.8 eV. The value obtained for the molecular weight is 619.76 g/mol. The energy above the lowest of the compared OMol25 structures with the same formula, charge and spin comes out at 0.000 eV.